1.
{
  "formula": "C9H18N2O3S",
  "method": "ωB97M-V/def2-TZVPD",
  "de_lowest_kj_mol": 403.0,
  "fmax_ev_per_a": 5.713,
  "homo_ha": -0.3285,
  "e_tot_ha": -1087.04311,
  "homo_lumo_gap_ev": 9.2,
  "symbols": ["H", "C", "H", "O", "H", "C", "H", "H", "C", "N", "C", "O", "H", "C", "C", "S", "H", "H", "H", "H", "C", "H", "C", "C", "H", "H", "H", "H", "N", "H", "H", "H", "O"],
  "positions_angstrom": [[2.101, -0.446, 2.186], [2.473, -2.832, -0.340], [3.571, -0.820, 1.155], [-0.867, 0.762, -2.504], [2.517, -0.425, -1.058], [-2.966, 0.859, 1.799], [-2.862, 2.593, 0.686], [1.284, 1.601, -0.357], [1.817, -0.425, -0.112], [-0.327, 0.650, 0.409], [0.791, 0.648, -0.529], [1.359, 0.738, -2.713], [2.947, 0.900, 1.189], [-1.170, 1.846, 0.259], [0.295, 0.748, -1.945], [-2.812, -0.973, 1.673], [-2.493, 0.849, -1.513], [0.817, -2.083, 0.991], [-3.169, -0.784, 0.254], [2.146, -3.905, -0.740], [2.600, -0.207, 1.178], [2.994, -3.221, 0.588], [1.274, -1.781, -0.016], [-2.611, 1.609, 0.536], [-4.167, 1.793, -1.049], [-2.357, 1.198, 2.662], [-0.934, -0.191, 0.524], [3.165, -2.526, -1.254], [-3.332, 0.977, -0.691], [2.287, 0.892, -2.232], [-4.107, 0.985, 1.891], [0.491, -1.944, -0.793], [-0.755, 2.912, -0.133]]
}

***

2.
{
  "formula": "C9H18N2O4",
  "method": "ωB97M-V/def2-TZVPD",
  "de_lowest_kj_mol": 411.9,
  "fmax_ev_per_a": 4.915,
  "homo_ha": -0.3236,
  "e_tot_ha": -764.12466,
  "homo_lumo_gap_ev": 9.2,
  "symbols": ["H", "H", "H", "N", "O", "C", "H", "C", "H", "C", "C", "H", "O", "H", "H", "O", "H", "C", "C", "H", "H", "H", "C", "H", "O", "H", "C", "H", "H", "H", "C", "H", "N"],
  "positions_angstrom": [[-4.037, -0.238, 0.558], [-1.950, 2.245, -1.349], [1.910, -0.833, -1.888], [-1.359, -1.846, -0.598], [-1.993, -0.419, 1.873], [-1.385, -0.439, -0.351], [-4.876, 0.293, -0.916], [-2.451, 1.768, -0.436], [-1.373, -2.270, -1.545], [1.600, 0.106, 0.948], [1.580, -1.537, -1.043], [0.224, -0.505, 2.397], [2.967, 1.636, -0.182], [3.040, 2.296, -0.809], [2.195, 0.312, 1.883], [3.723, -0.870, -0.379], [-3.469, 2.232, -0.247], [2.387, -1.115, 0.099], [-1.137, -0.247, 1.099], [-1.881, 1.928, 0.410], [2.421, -2.008, 0.836], [2.010, -2.520, -1.352], [1.699, 1.305, 0.029], [0.506, -1.691, -1.083], [0.700, 1.918, -0.430], [3.900, 0.073, -0.454], [-3.988, -0.276, -0.466], [-2.566, 0.417, -2.010], [-0.550, -0.045, -0.997], [-4.023, -1.369, -0.700], [-2.649, 0.369, -0.921], [-0.728, -2.230, 0.016], [0.236, -0.127, 1.519]]
}

***

3.
{
  "formula": "C9H18N3",
  "method": "ωB97M-V/def2-TZVPD",
  "de_lowest_kj_mol": 187.3,
  "fmax_ev_per_a": 4.273,
  "total_charge": 1,
  "homo_ha": -0.4227,
  "e_tot_ha": -517.67136,
  "homo_lumo_gap_ev": 7.4,
  "symbols": ["C", "C", "C", "H", "H", "H", "N", "H", "H", "N", "C", "H", "H", "H", "H", "C", "H", "H", "H", "C", "N", "H", "C", "H", "H", "C", "H", "C", "H", "H"],
  "positions_angstrom": [[1.542, -1.642, -0.753], [0.474, -0.944, -1.589], [-0.111, 0.824, 2.064], [-2.133, -0.235, -2.950], [-0.334, -0.797, 3.389], [-2.130, 0.688, 2.544], [0.355, -0.324, 2.644], [-0.722, -1.456, 0.706], [-1.493, -2.574, -0.365], [-0.822, -0.884, -1.348], [-1.318, -1.565, -0.191], [1.342, -0.237, 3.059], [1.770, 1.027, 1.075], [-3.580, -1.316, 0.452], [0.956, 0.770, -2.902], [-2.765, -1.008, -0.217], [1.705, -2.574, -1.216], [1.100, -1.822, 0.293], [-1.465, 1.043, -1.906], [0.903, 1.667, 1.301], [-3.005, -0.161, -1.122], [-1.808, 2.118, 1.582], [1.023, -0.371, -2.803], [1.179, 2.576, 1.902], [2.538, -1.275, -0.710], [-1.861, 0.042, -1.939], [2.032, -0.531, -2.828], [-1.384, 1.192, 1.974], [0.610, 1.864, 0.348], [0.656, -0.675, -3.786]]
}

***

4.
{
  "formula": "C9H18N4O",
  "method": "ωB97M-V/def2-TZVPD",
  "de_lowest_kj_mol": 642.0,
  "fmax_ev_per_a": 4.242,
  "homo_ha": -0.2780,
  "e_tot_ha": -647.78462,
  "homo_lumo_gap_ev": 8.1,
  "symbols": ["N", "C", "H", "H", "H", "C", "H", "C", "H", "H", "C", "H", "H", "H", "C", "H", "H", "H", "N", "H", "H", "N", "C", "H", "N", "C", "H", "H", "C", "O", "H", "C"],
  "positions_angstrom": [[-1.102, 1.807, 0.048], [-0.779, -0.616, 2.838], [-1.580, -1.516, -1.671], [-1.592, 1.977, 1.865], [2.486, -0.085, 1.214], [1.847, 0.151, -0.756], [3.473, -1.108, -1.020], [2.348, -1.277, -1.041], [1.318, 0.970, -2.674], [1.531, 1.437, 0.770], [-0.779, -0.066, 1.514], [1.940, 2.181, -1.561], [-0.781, -1.705, 2.783], [-0.124, -0.143, 3.558], [-1.599, 1.135, 1.125], [-1.007, -0.330, -2.698], [2.218, -1.923, -0.145], [0.219, -1.660, -2.207], [-0.489, -0.840, 0.476], [-1.665, -0.223, 3.338], [2.971, 1.017, -2.332], [2.142, 0.656, 0.493], [-0.658, -1.056, -1.972], [-3.479, 0.192, 1.525], [-0.552, 1.135, -0.849], [2.041, 1.116, -1.889], [-3.734, 1.697, 0.790], [2.009, -1.736, -1.923], [-0.328, -0.188, -0.789], [-0.073, -2.012, 0.556], [-3.150, 0.235, -0.168], [-3.072, 0.780, 0.802]]
}

***

5.
{
  "formula": "C9H18N4S",
  "method": "ωB97M-V/def2-TZVPD",
  "de_lowest_kj_mol": 139.4,
  "fmax_ev_per_a": 5.617,
  "total_charge": 2,
  "homo_ha": -0.5732,
  "e_tot_ha": -970.18445,
  "homo_lumo_gap_ev": 7.3,
  "symbols": ["N", "H", "H", "H", "C", "H", "H", "H", "H", "H", "C", "C", "H", "C", "H", "S", "H", "C", "H", "H", "H", "H", "H", "H", "C", "C", "C", "C", "N", "N", "H", "N"],
  "positions_angstrom": [[2.229, -0.068, -0.081], [-3.443, -2.986, 1.132], [-4.229, 1.628, 0.086], [2.117, -1.000, -0.263], [1.234, 0.807, -0.022], [3.518, 0.932, 1.163], [-5.009, -2.194, -1.210], [-2.040, -0.911, 0.780], [-4.442, -4.029, 0.062], [4.667, -1.566, -0.042], [-3.802, -0.728, -0.185], [-2.666, -0.243, 0.191], [-1.418, 3.660, 0.832], [-4.291, -2.068, -0.445], [5.368, 0.593, -0.697], [-0.539, 3.221, -0.118], [1.610, 1.756, 0.278], [4.349, 0.694, -0.995], [3.928, 1.665, -1.557], [4.324, -0.163, -1.700], [-2.976, 2.824, -0.513], [-0.266, -0.391, -0.534], [-4.504, -0.057, -0.768], [3.771, -1.712, 1.485], [4.355, -1.064, 0.836], [3.564, 0.147, 0.331], [-3.900, -3.175, 0.230], [-1.045, 1.503, 0.053], [-3.245, 2.065, 0.127], [-2.289, 1.079, 0.141], [5.137, -0.728, 1.436], [-0.069, 0.510, -0.033]]
}

***

6.
{
  "formula": "C9H18O9Rb",
  "method": "ωB97M-V/def2-TZVPD",
  "de_lowest_kj_mol": 293.2,
  "fmax_ev_per_a": 4.231,
  "total_charge": 1,
  "homo_ha": -0.4651,
  "e_tot_ha": -1054.73186,
  "homo_lumo_gap_ev": 8.6,
  "symbols": ["C", "H", "H", "H", "H", "O", "C", "H", "C", "Rb", "H", "O", "C", "H", "O", "H", "H", "H", "H", "H", "H", "C", "C", "H", "C", "O", "H", "O", "O", "C", "C", "H", "H", "O", "H", "O", "O"],
  "positions_angstrom": [[-0.283, -0.443, -6.047], [-3.920, 4.087, -0.688], [-0.626, 4.987, 2.778], [-1.836, 5.009, 4.026], [2.347, -5.850, -0.010], [2.070, -5.569, 4.066], [3.188, -5.616, 0.641], [-0.866, 6.525, 3.509], [-4.647, 4.571, -0.036], [-3.125, -1.494, 0.390], [-5.197, 3.753, 0.429], [0.402, 0.680, -5.405], [1.939, -5.254, 2.767], [1.277, -5.660, 6.028], [1.879, 1.469, -4.045], [0.096, -5.450, 4.742], [0.315, -1.353, -6.013], [3.499, -4.621, 0.321], [-1.321, -0.564, -5.735], [3.944, -6.320, 0.294], [2.209, 1.450, -1.885], [0.959, 0.523, -4.233], [2.763, 1.516, -2.821], [-0.369, -0.274, -7.121], [-1.394, 5.612, 3.233], [-2.556, 3.799, 1.491], [1.308, -4.133, 5.076], [0.675, -0.344, -3.464], [-2.443, 5.913, 2.334], [-2.931, 4.963, 1.520], [1.112, -5.205, 5.051], [-5.372, 5.128, -0.630], [3.367, 2.423, -2.842], [1.041, -4.510, 2.273], [3.315, 0.577, -2.868], [3.040, -5.773, 2.076], [-3.858, 5.447, 0.798]]
}

***

Please write out number 2 again, unchanged.
{
  "formula": "C9H18N2O4",
  "method": "ωB97M-V/def2-TZVPD",
  "de_lowest_kj_mol": 411.9,
  "fmax_ev_per_a": 4.915,
  "homo_ha": -0.3236,
  "e_tot_ha": -764.12466,
  "homo_lumo_gap_ev": 9.2,
  "symbols": ["H", "H", "H", "N", "O", "C", "H", "C", "H", "C", "C", "H", "O", "H", "H", "O", "H", "C", "C", "H", "H", "H", "C", "H", "O", "H", "C", "H", "H", "H", "C", "H", "N"],
  "positions_angstrom": [[-4.037, -0.238, 0.558], [-1.950, 2.245, -1.349], [1.910, -0.833, -1.888], [-1.359, -1.846, -0.598], [-1.993, -0.419, 1.873], [-1.385, -0.439, -0.351], [-4.876, 0.293, -0.916], [-2.451, 1.768, -0.436], [-1.373, -2.270, -1.545], [1.600, 0.106, 0.948], [1.580, -1.537, -1.043], [0.224, -0.505, 2.397], [2.967, 1.636, -0.182], [3.040, 2.296, -0.809], [2.195, 0.312, 1.883], [3.723, -0.870, -0.379], [-3.469, 2.232, -0.247], [2.387, -1.115, 0.099], [-1.137, -0.247, 1.099], [-1.881, 1.928, 0.410], [2.421, -2.008, 0.836], [2.010, -2.520, -1.352], [1.699, 1.305, 0.029], [0.506, -1.691, -1.083], [0.700, 1.918, -0.430], [3.900, 0.073, -0.454], [-3.988, -0.276, -0.466], [-2.566, 0.417, -2.010], [-0.550, -0.045, -0.997], [-4.023, -1.369, -0.700], [-2.649, 0.369, -0.921], [-0.728, -2.230, 0.016], [0.236, -0.127, 1.519]]
}